The following is a quantum chemistry calculation of a 9-piece molecular cluster, C42H103N4O24P5 overall, from the OMol25 dataset.

Atoms and positions in Å:
C -6.70004 -0.16605 5.62934
C -5.63856 -0.92430 4.87082
O -4.95297 -0.05935 3.94930
P -3.44429 -0.40635 3.46199
O -2.56553 -0.84772 4.51070
O -3.08576 0.99493 2.78211
C -3.03755 2.26580 3.45391
C -1.94735 2.49197 4.48108
O -3.51336 -1.47393 2.31339
C -4.40668 -1.30572 1.17708
C -5.06724 -2.61455 0.88288
H -6.18579 0.39397 6.43072
H -7.36634 0.56648 5.14152
H -7.22582 -0.91862 6.21941
H -4.96695 -1.37437 5.61787
H -6.17269 -1.67176 4.23503
H -3.00949 3.07299 2.68236
H -3.96030 2.29678 4.04538
H -0.99484 2.18331 4.07053
H -1.97696 3.59234 4.63961
H -2.08255 2.03475 5.45146
H -5.16961 -0.57535 1.41341
H -3.70978 -0.92839 0.43118
H -5.54129 -2.99652 1.76481
H -5.79279 -2.41714 0.07060
H -4.32076 -3.31808 0.55109
C -0.13109 -2.92999 5.24063
C 0.51114 -1.67252 5.83264
O 1.87794 -2.06877 6.26262
P 3.20898 -1.61606 5.55941
O 4.36995 -2.11348 6.30538
O 3.09077 -2.21999 4.06587
C 3.48009 -3.57703 3.82395
C 3.48286 -3.71510 2.35054
O 2.92605 -0.08324 5.30988
C 3.90408 0.77329 4.63070
C 3.52176 0.83479 3.18711
H -1.03468 -2.64102 4.70738
H 0.56951 -3.36266 4.48126
H -0.31535 -3.61420 6.08243
H 0.71875 -0.95181 5.02973
H 0.01338 -1.18994 6.62056
H 4.53777 -3.66291 4.15808
H 2.81652 -4.30671 4.31547
H 4.14953 -2.97177 1.96246
H 3.86859 -4.70248 2.09516
H 2.46443 -3.70205 1.91062
H 3.86331 1.76503 5.08901
H 4.89712 0.32399 4.84926
H 3.57467 -0.16378 2.64800
H 2.54172 1.26570 3.08145
H 4.26193 1.51025 2.78093
C 0.40439 -2.69366 -10.21088
C 1.52056 -3.30465 -9.34651
O 2.12716 -2.34444 -8.57793
P 2.02504 -2.26753 -6.95767
O 3.06470 -3.04574 -6.26617
O 1.99354 -0.67770 -6.71297
C 3.26128 -0.01523 -6.78935
C 3.41070 0.89197 -7.99679
O 0.46509 -2.55790 -6.66775
C 0.21100 -3.05729 -5.30998
C -0.27313 -1.93729 -4.49508
H 0.02601 -3.37156 -10.97540
H -0.46678 -2.33150 -9.62309
H 0.81817 -1.78672 -10.67936
H 1.08089 -4.09583 -8.68779
H 2.36475 -3.84663 -9.79244
H 3.36448 0.55741 -5.82558
H 4.04966 -0.76742 -6.82454
H 4.44025 1.29261 -8.06089
H 3.21672 0.39168 -8.94714
H 2.67368 1.73238 -7.92582
H -0.43213 -3.94344 -5.41390
H 1.14201 -3.51255 -4.91101
H -1.25373 -1.65277 -4.91171
H -0.39465 -2.15531 -3.44622
H 0.42933 -1.10501 -4.57273
C 0.08194 7.74092 3.57769
C 0.22619 6.20200 3.69423
O 1.69770 5.91437 3.71148
P 2.06013 4.34397 3.82144
O 3.50439 4.17759 4.08106
O 0.99522 3.83576 4.90976
C 1.25313 3.24901 6.20394
C 1.92861 4.23619 7.10522
O 1.43228 3.61718 2.53883
C 2.36296 3.57567 1.38624
C 1.86761 4.63954 0.48474
H 0.84268 8.26026 4.09002
H 0.11807 8.00508 2.49965
H -0.85396 8.13707 3.99050
H -0.14385 5.82371 4.64052
H -0.25632 5.67284 2.87458
H 0.26346 3.08283 6.64418
H 1.66655 2.22593 6.12269
H 1.87525 3.82792 8.10540
H 2.89284 4.43146 6.68588
H 1.32856 5.11777 7.07091
H 3.39734 3.83836 1.64992
H 2.35426 2.59220 0.91734
H 1.88621 5.54187 1.12670
H 2.54588 4.72584 -0.36707
H 0.83775 4.42114 0.13244
C -0.46510 7.02501 -3.67315
C -0.32298 5.99322 -2.53052
O 0.22602 4.73441 -2.93621
P -0.86619 3.76956 -3.58642
O -1.45711 4.33355 -4.81137
O -1.93329 3.43243 -2.50039
C -1.63377 2.85310 -1.24060
C -2.84011 2.04126 -0.88444
O -0.03877 2.43112 -3.85889
C 0.62077 2.14768 -5.09634
C 1.65453 3.19212 -5.41755
H -1.00047 7.93660 -3.38199
H 0.54454 7.29267 -4.00798
H -1.07130 6.53600 -4.44371
H 0.22409 6.33153 -1.63957
H -1.29984 5.83115 -2.15767
H -0.71872 2.24263 -1.29872
H -1.50084 3.71119 -0.58741
H -2.82737 1.65394 0.12678
H -3.71861 2.70217 -1.03363
H -2.82151 1.18888 -1.54772
H 1.16712 1.17899 -5.00668
H -0.14513 2.07334 -5.84509
H 1.34584 4.22977 -5.31459
H 2.51487 3.09380 -4.76711
H 2.00977 3.05285 -6.44605
C 2.63651 0.11720 -2.60193
N 3.09869 -0.82677 -1.62250
C 3.77519 -0.32309 -0.45247
C 2.95085 -2.14114 -1.72468
O 3.24745 -2.95494 -0.85110
H 3.27761 0.99793 -2.61920
H 1.62079 0.36993 -2.41653
H 2.65108 -0.41335 -3.60186
H 4.72558 0.17162 -0.71379
H 3.10445 0.33087 0.13310
H 4.05774 -1.21016 0.14743
H 2.51318 -2.40967 -2.72586
C -3.30292 -2.17683 -2.19107
N -3.67352 -3.37626 -2.84238
C -2.72858 -4.39742 -3.08110
C -5.01891 -3.62100 -2.99127
O -5.49898 -4.60605 -3.50938
H -4.06057 -1.43755 -2.40801
H -2.33890 -1.83270 -2.56456
H -3.10987 -2.36718 -1.10800
H -1.78540 -4.03289 -3.53441
H -2.46329 -4.99773 -2.18822
H -3.14365 -5.12724 -3.78837
H -5.64881 -2.78919 -2.59480
C 0.04458 -7.86242 0.86743
N -0.79590 -6.66893 0.70607
C -1.85333 -6.47244 1.65041
C -0.38912 -5.57472 0.03745
O -0.93220 -4.48944 0.04715
H 0.81444 -7.86426 0.07470
H -0.46288 -8.83313 0.68036
H 0.41316 -7.87917 1.90295
H -2.37791 -5.52682 1.47527
H -2.63803 -7.23650 1.55509
H -1.52144 -6.48140 2.71731
H 0.49821 -5.79665 -0.60372
C 0.12283 -1.54544 2.08381
N -0.18895 -0.54934 1.08267
C 0.03278 0.87761 1.33236
C -0.53097 -0.92707 -0.15770
O -0.69751 -0.21001 -1.14035
H -0.49942 -2.41285 1.80706
H -0.19419 -1.24606 3.09284
H 1.22715 -1.67457 2.15501
H 0.45619 0.99126 2.36894
H 0.66307 1.26634 0.51995
H -0.90458 1.44864 1.25254
H -0.58645 -2.02306 -0.19729

Computed properties:
SMILES: CCOP(=O)(OCC)OCC.CCOP(=O)(OCC)OCC.CCOP(=O)(OCC)OCC.CCOP(=O)(OCC)OCC.CCOP(=O)(OCC)OCC.CN(C)C=O.CN(C)C=O.CN(C)C=O.CN(C)C=O
Calculated total energy (Ha): -5394.15392
HOMO level (eV): -9.100
ΔE to the lowest compared entry with this formula, charge and spin (kcal/mol): 47.5
Orbital gap (eV): 9.380
2S+1: 1

Löwdin population analysis, charges in e, atoms 1 to 8: -0.09 -0.27 -0.20 0.37 -0.20 -0.20 -0.25 -0.07

---

The following is a quantum chemistry calculation of a 9-piece molecular cluster, C42H105N5O14P overall, from the OMol25 dataset.

Atoms and positions in Å:
C -3.79374 -0.09184 3.86779
O -2.85976 0.03668 2.81560
C -2.82815 -1.03547 1.88793
C -3.20543 -2.41672 2.41910
C -2.75694 -3.49240 1.39993
C -2.19098 -4.74212 2.07315
C -0.86595 -4.54557 2.81568
C 0.19997 -3.77274 2.03399
C 0.95799 -4.64467 1.01575
C 1.15532 -3.94425 -0.34462
C 2.62686 -3.74913 -0.69914
N 2.84605 -2.51982 -1.52057
C 2.14295 -2.59104 -2.83873
C 0.77009 -1.95433 -2.81147
C 0.77576 -0.45491 -2.62160
N 1.31467 0.34935 -3.61226
O 0.29325 0.01327 -1.58765
C 4.22640 -2.39122 -1.66497
N 4.86362 -3.07700 -2.60032
P 6.55754 -2.95251 -2.97183
O 7.00779 -1.57254 -3.08050
O 7.38307 -3.80887 -1.97472
O 6.65844 -3.65885 -4.38437
N 4.96311 -1.57380 -0.85387
C 5.59366 -2.41955 0.24801
N 5.26273 -1.93503 1.57221
C 4.17835 -0.41886 -0.38368
C 3.71655 0.44132 -1.56531
C 4.88448 1.32655 -2.03106
O 2.68467 1.30877 -1.14234
H -3.88899 0.89274 4.32017
H -4.79182 -0.37533 3.53636
H -3.42536 -0.74656 4.65773
H -3.42505 -0.80305 1.00060
H -1.79162 -1.10271 1.55375
H -4.27711 -2.49768 2.56514
H -2.69243 -2.62612 3.35527
H -3.64971 -3.79796 0.85297
H -2.09042 -3.07708 0.64504
H -2.92542 -5.05497 2.81772
H -2.15058 -5.55422 1.34689
H -0.45799 -5.54260 2.99910
H -0.99543 -4.09622 3.79682
H -0.23789 -2.89533 1.56485
H 0.91218 -3.39005 2.76623
H 0.33571 -5.52431 0.85371
H 1.89487 -4.99568 1.44489
H 0.74189 -2.94569 -0.23857
H 0.63405 -4.47885 -1.13345
H 3.04609 -4.64455 -1.17651
H 3.14838 -3.60363 0.24406
H 2.03293 -3.64003 -3.14203
H 2.76154 -2.10925 -3.59217
H 0.10518 -2.36872 -2.06776
H 0.31524 -2.16517 -3.78466
H 1.06846 1.31078 -3.38671
H 0.90838 0.15471 -4.52118
H 4.34855 -3.73505 -3.17336
H 7.11775 -4.74913 -1.96950
H 6.72292 -2.95216 -5.04189
H 6.67237 -2.38002 0.09065
H 5.32898 -3.46875 0.16625
H 5.73940 -1.05651 1.73953
H 5.69062 -2.57237 2.23534
H 4.81692 0.22266 0.21644
H 3.34982 -0.69611 0.26616
H 3.36681 -0.16206 -2.40934
H 4.83463 1.43125 -3.11034
H 5.84317 0.89821 -1.75511
H 4.75014 2.29251 -1.55625
H 2.08898 0.82489 -0.56013
C 7.59974 -8.62717 -1.83000
C 6.37399 -7.78427 -1.52640
C 5.08774 -8.54129 -1.80639
O 6.40659 -6.57610 -2.31306
H 7.61825 -8.91172 -2.88520
H 8.51283 -8.06627 -1.62936
H 7.61011 -9.53469 -1.22763
H 6.39473 -7.47002 -0.48260
H 5.02983 -8.82321 -2.86097
H 4.21800 -7.91944 -1.58813
H 5.02673 -9.44649 -1.20382
H 6.39225 -6.82765 -3.24348
C -2.54754 2.65301 -5.44629
C -1.89138 1.79204 -4.38201
C -2.76788 1.67293 -3.14730
O -0.61905 2.34778 -4.02021
H -2.71238 3.66713 -5.07077
H -1.90479 2.73602 -6.32446
H -3.50620 2.23518 -5.75472
H -1.69212 0.79675 -4.78841
H -2.93972 2.65519 -2.70008
H -2.28262 1.05540 -2.38913
H -3.73520 1.23273 -3.39268
H -0.77473 3.22744 -3.65984
C -4.71249 2.23825 7.94761
C -5.62354 2.71923 6.82796
C -6.53200 3.84174 7.29953
O -6.41043 1.63270 6.34086
H -5.30481 1.84832 8.77944
H -4.07059 1.42867 7.59713
H -4.08161 3.04648 8.32104
H -5.01909 3.06311 5.98677
H -7.17471 3.49047 8.11137
H -7.18423 4.17412 6.49101
H -5.95801 4.69840 7.65707
H -6.95393 1.31566 7.07075
C -7.52203 2.27918 -7.58961
C -6.00686 2.40464 -7.60563
C -5.46304 2.37163 -9.02552
O -5.42121 1.35235 -6.83408
H -7.83167 1.32750 -8.03007
H -7.89680 2.30061 -6.56611
H -7.99234 3.08803 -8.14969
H -5.71167 3.33690 -7.12224
H -5.71172 1.42260 -9.50839
H -4.37589 2.45886 -9.02116
H -5.87487 3.18299 -9.62653
H -5.66811 0.51560 -7.24050
C -0.74859 3.96515 -0.86448
C -1.84768 5.01758 -0.83648
C -1.31969 6.35228 -0.33891
O -2.91703 4.57820 -0.00290
H -0.34740 3.79770 0.13807
H -1.14213 3.01025 -1.21348
H 0.07311 4.26759 -1.51918
H -2.26782 5.13770 -1.83844
H -0.94128 6.25017 0.68013
H -2.11655 7.09697 -0.31658
H -0.51349 6.72555 -0.97397
H -2.56385 4.46778 0.88641
C 11.08378 -0.39484 -4.48382
C 10.09071 0.12909 -5.50977
C 9.13679 1.13925 -4.88843
O 9.34198 -0.95546 -6.06490
H 10.55801 -0.89911 -3.66751
H 11.75515 -1.12387 -4.93861
H 11.68189 0.41390 -4.06266
H 10.63094 0.58785 -6.33813
H 8.55546 0.67492 -4.08638
H 8.42715 1.50336 -5.63227
H 9.67743 1.99257 -4.47642
H 8.86480 -1.35297 -5.32901
C -10.75084 2.29293 8.26186
C -10.13792 1.44805 9.36861
C -11.06875 1.34090 10.56616
O -8.88551 2.00696 9.77174
H -10.93553 3.31084 8.61583
H -10.07077 2.36345 7.41178
H -11.69548 1.87044 7.91746
H -9.91729 0.45029 8.98712
H -11.26319 2.33028 10.98892
H -10.61411 0.73616 11.35108
H -12.02239 0.89084 10.28781
H -9.05441 2.89070 10.11423
C 1.44203 6.15577 4.49505
C 0.48393 6.66892 3.43145
C -0.41005 7.77278 3.97443
O -0.31610 5.59322 2.93521
H 0.88757 5.73344 5.33753
H 2.07273 5.36317 4.09117
H 2.08304 6.95480 4.86930
H 1.05131 7.04439 2.57882
H -1.02027 7.39897 4.80120
H -1.09280 8.12695 3.20151
H 0.17781 8.61814 4.33382
H -0.82878 5.24220 3.67073

Computed properties:
Calculated total energy (Ha): -3331.60073
HOMO level (eV): -10.762
Charge: +1
Orbital gap (eV): 7.404
2S+1: 1

Löwdin population analysis, charges in e, atoms 1 to 8: -0.11 -0.18 -0.23 -0.18 -0.21 -0.20 -0.21 -0.20